{"formula": "C36H53F2N5NaO2P", "method": "the ωB97M-V functional and the def2-TZVPD basis", "symbols": ["Na", "C", "C", "N", "C", "C", "N", "H", "H", "H", "H", "H", "H", "C", "C", "O", "O", "H", "H", "H", "C", "N", "C", "C", "N", "C", "H", "H", "H", "H", "H", "H", "C", "C", "C", "C", "C", "C", "P", "C", "C", "C", "C", "C", "C", "C", "C", "C", "C", "C", "C", "H", "H", "H", "H", "H", "H", "H", "H", "H", "H", "H", "H", "H", "H", "H", "H", "H", "H", "H", "H", "H", "H", "H", "H", "H", "H", "H", "H", "H", "H", "H", "H", "H", "N", "C", "C", "C", "C", "C", "C", "C", "H", "H", "H", "H", "F", "C", "F", "H"], "coordinates": [[13.01831, 14.82568, 10.81929], [13.93233, 17.74460, 13.55598], [13.61157, 16.40077, 14.08350], [13.34764, 15.30353, 13.39627], [13.06847, 14.34788, 14.34916], [13.14922, 14.85430, 15.60631], [13.48306, 16.17369, 15.42372], [14.04141, 17.70183, 12.45223], [14.85359, 18.13756, 13.99750], [13.10722, 18.44533, 13.77281], [12.77504, 13.36902, 14.05799], [12.96194, 14.41951, 16.57204], [13.63452, 16.88351, 16.10505], [15.20770, 17.79446, 8.46140], [14.93310, 18.08759, 9.97153], [15.81026, 18.71474, 10.58222], [13.85838, 17.65932, 10.41930], [15.75980, 18.61764, 8.02077], [14.25783, 17.63804, 7.92395], [15.80940, 16.88254, 8.41456], [18.88802, 16.14480, 11.35588], [17.70638, 15.49787, 10.83895], [17.63880, 14.60517, 9.78826], [16.32070, 14.30401, 9.65598], [15.57785, 14.99874, 10.60120], [16.44517, 15.71434, 11.27142], [19.73170, 15.86702, 10.72515], [19.11375, 15.82110, 12.37868], [18.78399, 17.24013, 11.32953], [18.53459, 14.28047, 9.28618], [15.85144, 13.60283, 8.99625], [16.22504, 16.44991, 12.05059], [12.01573, 20.27781, 10.98921], [10.82408, 20.78101, 11.79850], [9.71551, 19.73455, 11.89621], [9.45307, 19.00613, 10.55314], [10.07167, 19.80180, 9.38595], [11.59927, 19.96741, 9.52735], [10.20015, 17.28663, 10.65062], [9.54829, 16.35525, 9.18746], [8.04234, 16.47823, 8.83697], [7.82076, 17.18540, 7.50560], [8.54057, 16.44692, 6.35082], [9.80715, 15.71855, 6.80278], [10.46912, 16.47747, 7.95276], [9.22590, 16.41975, 12.00592], [10.12809, 16.21468, 13.23475], [9.44275, 15.23994, 14.20252], [7.97672, 15.60580, 14.49006], [7.58274, 16.96120, 13.88695], [7.80644, 16.94254, 12.37057], [12.38488, 19.35526, 11.41837], [12.83078, 21.01020, 11.01687], [10.44900, 21.70244, 11.35579], [11.14989, 21.02653, 12.81540], [8.78731, 20.18091, 12.26413], [10.02202, 19.01568, 12.66131], [8.38951, 18.90197, 10.34410], [9.56600, 20.77948, 9.33727], [9.84252, 19.31114, 8.44432], [11.90535, 20.77905, 8.85385], [12.13626, 19.06551, 9.21940], [9.69722, 15.33055, 9.53020], [7.46845, 17.02089, 9.61528], [7.62598, 15.46507, 8.79429], [8.20328, 18.21081, 7.59406], [6.76484, 17.27993, 7.25634], [8.76321, 17.17893, 5.55872], [7.85064, 15.71807, 5.90949], [10.46806, 15.58461, 5.94456], [9.54926, 14.72815, 7.18496], [10.65137, 17.52775, 7.67116], [11.44328, 16.06132, 8.20637], [9.10029, 15.41996, 11.57169], [10.35448, 17.16842, 13.73777], [11.07833, 15.79655, 12.89684], [10.02275, 15.17601, 15.12978], [9.48064, 14.26168, 13.72916], [7.79326, 15.61473, 15.57172], [7.31970, 14.82467, 14.06351], [8.17593, 17.76205, 14.33913], [6.53958, 17.20313, 14.12770], [7.61082, 17.96264, 11.99797], [7.06573, 16.26522, 11.90594], [15.33219, 7.19583, 10.33307], [15.00298, 8.30006, 10.33989], [14.56590, 9.67154, 10.35190], [13.84465, 10.16023, 9.28578], [13.34489, 11.46418, 9.31338], [13.58038, 12.40260, 10.34710], [14.36973, 11.84379, 11.37885], [14.83155, 10.52787, 11.41997], [13.63330, 9.51201, 8.45499], [12.71636, 11.78916, 8.47836], [14.64898, 12.48250, 12.23412], [15.40586, 10.14877, 12.27178], [10.17715, 13.22592, 11.71120], [9.05055, 13.20260, 10.78347], [9.78022, 13.12949, 9.50651], [8.72619, 12.13261, 10.88258]], "orbital_gap_ev": 4.695, "total_charge": -2, "relative_energy_kj_mol": 0.00}